{
  "formula": "C39H23ClN8Sn",
  "method": "ωB97M-V/def2-TZVPD",
  "elements": ["Sn", "C", "C", "C", "C", "C", "N", "C", "C", "C", "C", "C", "C", "C", "C", "N", "C", "N", "C", "N", "C", "N", "C", "N", "C", "N", "C", "C", "C", "C", "C", "C", "C", "C", "C", "C", "C", "C", "C", "C", "N", "H", "H", "H", "H", "H", "H", "H", "H", "H", "H", "H", "H", "H", "H", "H", "H", "C", "C", "C", "C", "C", "C", "C", "H", "H", "H", "H", "H", "H", "H", "Cl"],
  "xyz": [[1.5157, 0.5011, -0.0304], [2.5642, -1.5915, -6.0686], [1.8494, -0.4709, -6.4710], [1.0843, 0.2670, -5.5744], [1.0612, -0.1468, -4.2599], [0.2910, 0.3262, -3.0566], [0.1728, 1.7016, -2.8594], [-0.2043, 2.2880, -1.7965], [-0.1513, 3.7242, -1.6354], [0.1069, 4.7277, -2.5570], [0.0586, 6.0381, -2.1172], [-0.1973, 6.3419, -0.7783], [-0.4030, 5.3474, 0.1584], [-0.4038, 4.0292, -0.2857], [-0.5472, 2.7954, 0.4284], [-0.4385, 2.6970, 1.7009], [-0.1886, 1.5966, 2.4065], [0.3803, 0.4681, 1.9042], [0.5998, -0.4151, 2.9195], [1.0881, -1.6396, 2.8187], [1.4732, -2.1995, 1.7134], [1.5673, -1.6277, 0.4544], [1.9221, -2.5737, -0.4437], [2.0746, -2.4292, -1.7477], [1.5687, -1.4293, -2.4236], [0.7990, -0.4242, -1.9649], [1.7732, -1.2809, -3.8580], [2.5382, -2.0125, -4.7496], [2.1481, -3.8202, 0.2436], [2.5747, -5.0626, -0.1990], [2.7021, -6.0703, 0.7389], [2.3872, -5.8468, 2.0782], [1.9600, -4.6114, 2.5294], [1.8565, -3.5871, 1.6008], [0.1531, 0.1768, 4.1468], [0.1422, -0.2703, 5.4636], [-0.3521, 0.5782, 6.4299], [-0.8433, 1.8489, 6.1094], [-0.8573, 2.2999, 4.8088], [-0.3450, 1.4612, 3.8212], [-0.6926, 1.7258, -0.5549], [3.1470, -2.1372, -6.7961], [1.8825, -0.1754, -7.5079], [0.5358, 1.1403, -5.8891], [0.3237, 4.4648, -3.5800], [0.2190, 6.8456, -2.8184], [-0.2340, 7.3755, -0.4682], [-0.5784, 5.5705, 1.1989], [3.0890, -2.8771, -4.4103], [2.7911, -5.2188, -1.2430], [3.0518, -7.0462, 0.4323], [2.4749, -6.6652, 2.7773], [1.7186, -4.4417, 3.5666], [0.5230, -1.2502, 5.7043], [-0.3634, 0.2618, 7.4617], [-1.2148, 2.4846, 6.9006], [-1.2419, 3.2726, 4.5471], [-2.1473, 1.4472, -0.7402], [-2.7940, 0.2873, -0.0267], [-2.7631, 0.1125, 1.3492], [-3.4787, -0.9088, 1.9525], [-4.2826, -1.7407, 1.1941], [-4.3449, -1.5574, -0.1763], [-3.5950, -0.5653, -0.7804], [-2.6805, 2.3691, -0.4492], [-2.3049, 1.3002, -1.8112], [-2.1910, 0.7785, 1.9698], [-3.4175, -1.0403, 3.0229], [-4.8589, -2.5256, 1.6637], [-4.9817, -2.1851, -0.7822], [-3.6416, -0.4510, -1.8514], [-1.4287, -0.3561, -3.4519]],
  "lowdin_charge": [1.314, -0.073, -0.066, -0.020, -0.187, -0.723, 0.173, -0.319, -0.096, 0.005, -0.065, -0.062, 0.005, -0.101, -0.294, 0.221, -0.356, -0.018, -0.304, 0.209, -0.288, -0.010, -0.282, 0.193, -0.326, -0.070, -0.110, 0.001, -0.102, -0.007, -0.078, -0.075, -0.006, -0.096, -0.104, -0.018, -0.087, -0.089, -0.020, -0.114, -0.057, 0.103, 0.103, 0.115, 0.117, 0.105, 0.106, 0.117, 0.115, 0.112, 0.102, 0.102, 0.113, 0.110, 0.098, 0.099, 0.108, -0.089, -0.188, -0.026, -0.066, -0.088, -0.079, -0.063, 0.152, 0.071, 0.087, 0.106, 0.102, 0.103, 0.069, 0.684],
  "homo_ev": [-6.44, -6.30],
  "gap_ev": [5.1, 4.9]
}

{
  "formula": "C39H24AuF5N3O2S2Te",
  "method": "ωB97M-V/def2-TZVPD",
  "elements": ["Au", "S", "C", "S", "C", "C", "N", "C", "N", "C", "C", "C", "C", "C", "O", "C", "C", "C", "C", "C", "C", "C", "O", "C", "C", "C", "N", "C", "C", "Te", "C", "C", "C", "C", "C", "C", "C", "C", "C", "C", "C", "C", "H", "H", "H", "H", "H", "H", "H", "H", "H", "H", "H", "H", "H", "H", "H", "H", "H", "H", "H", "H", "H", "H", "H", "H", "F", "C", "C", "C", "F", "C", "F", "C", "F", "C", "F"],
  "xyz": [[0.5697, -0.0807, -0.1079], [2.7186, -4.1260, 0.1821], [1.4040, -3.8008, -0.7758], [1.0862, -2.4616, -1.7333], [0.3573, -4.9110, -0.8155], [-0.9219, -4.7229, -0.5670], [-2.0190, -5.6170, -0.7032], [0.7430, -6.2677, -1.1207], [1.0071, -7.3551, -1.3819], [-6.9951, -1.0455, 0.3408], [-5.4979, -1.1043, 0.2254], [-4.8122, -2.2506, 0.1365], [-3.3655, -2.2504, 0.0556], [-2.6895, -3.4139, -0.1652], [-1.3768, -3.4655, -0.1619], [-3.2146, -4.7786, -0.4574], [-4.4130, -5.0546, -1.2623], [-4.9712, -6.2657, -1.2198], [-4.5443, -7.2778, -0.2540], [-3.5728, -7.0450, 0.6309], [-2.7513, -5.8280, 0.5534], [-2.6037, -0.9897, 0.2003], [-1.4017, -1.0289, 0.4269], [-3.4155, 0.2521, 0.1223], [-4.7542, 0.1389, 0.1804], [-2.7952, 1.6106, -0.0146], [-1.5402, 1.7403, -0.0691], [-0.9255, 3.0350, -0.3151], [-0.7756, 3.3155, -1.8108], [0.1746, 1.7749, -2.9755], [-1.6251, 0.8965, -3.6342], [-2.4703, 1.5354, -4.5395], [-3.6389, 0.9164, -4.9669], [-3.9660, -0.3520, -4.5027], [-3.1101, -1.0069, -3.6281], [-1.9395, -0.3912, -3.1981], [-3.7507, 2.7743, -0.0823], [-4.4404, 3.0473, -1.2588], [-5.2973, 4.1370, -1.3297], [-5.4787, 4.9552, -0.2217], [-4.8052, 4.6751, 0.9593], [-3.9459, 3.5864, 1.0289], [-7.4239, -2.0467, 0.3756], [-7.4382, -0.5152, -0.5059], [-7.3015, -0.5169, 1.2467], [-5.3429, -3.1942, 0.1436], [-4.8125, -4.2642, -1.8831], [-5.8242, -6.4825, -1.8499], [-5.1082, -8.1999, -0.1975], [-3.3791, -7.7353, 1.4416], [-2.2549, -5.4796, 1.4525], [-5.3414, 1.0518, 0.1811], [0.0604, 3.0063, 0.1503], [-1.4971, 3.8520, 0.1383], [-0.1719, 4.2108, -1.9543], [-1.7456, 3.4833, -2.2794], [-2.2100, 2.5179, -4.9154], [-4.2905, 1.4220, -5.6696], [-4.8774, -0.8336, -4.8349], [-3.3509, -2.0017, -3.2727], [-1.2587, -0.9143, -2.5323], [-4.3076, 2.3978, -2.1157], [-5.8268, 4.3436, -2.2513], [-6.1448, 5.8066, -0.2773], [-4.9476, 5.3041, 1.8286], [-3.4188, 3.3646, 1.9494], [3.0759, 0.2514, -2.2836], [3.4832, 0.4093, -1.0054], [2.5705, 0.4397, 0.0297], [3.1286, 0.6555, 1.2758], [2.3467, 0.7311, 2.3816], [4.4832, 0.8085, 1.5050], [4.9681, 1.0135, 2.7434], [5.3558, 0.7538, 0.4368], [6.6764, 0.9084, 0.6278], [4.8490, 0.5578, -0.8314], [5.6926, 0.5277, -1.8771]],
  "lowdin_charge": [0.683, 0.531, -1.318, 0.554, -0.282, -0.222, 0.152, -0.208, 0.152, -0.054, -0.260, 0.009, -0.040, -0.107, 0.101, -0.230, -0.015, -0.063, -0.072, -0.025, -0.114, -0.266, -0.048, -0.042, 0.040, -0.206, 0.072, -0.303, -0.478, 1.328, -0.556, -0.160, -0.107, -0.099, -0.081, -0.142, -0.208, -0.036, -0.074, -0.093, -0.080, -0.035, 0.074, 0.080, 0.080, 0.114, 0.116, 0.102, 0.100, 0.109, 0.166, 0.121, 0.097, 0.103, 0.036, 0.033, 0.090, 0.096, 0.096, 0.097, 0.041, 0.118, 0.102, 0.098, 0.101, 0.125, -0.019, -0.277, -0.169, -0.268, 0.030, -0.160, 0.088, -0.151, 0.096, -0.154, 0.094],
  "homo_ev": -4.07,
  "total_charge": -1,
  "gap_ev": 5.0
}